Record 1
{
  "formula": "C5H12NO2",
  "method": "ωB97M-V with the def2-TZVPD basis set",
  "elements": ["C", "C", "H", "H", "H", "H", "C", "H", "C", "H", "O", "C", "H", "H", "H", "H", "H", "O", "H", "N"],
  "positions_angstrom": [[-0.258293, 0.058687, 2.848583], [0.494268, 0.247297, 1.528613], [-1.084449, 2.458378, -2.532195], [0.900138, 1.245795, 1.449663], [-0.903096, -1.084156, 0.443989], [0.275242, -0.501548, 3.611482], [0.306327, 0.019420, -1.012798], [-0.445287, 1.042601, 3.280474], [-0.511905, 0.638464, -2.141124], [0.364740, -2.073402, -0.949181], [-0.967558, 1.827433, -1.793945], [-0.404947, -0.112446, 0.346157], [1.727128, -1.450557, -1.569526], [0.341796, -1.425425, -2.520700], [-1.229981, -0.422919, 2.758909], [-1.198302, 0.633856, 0.347663], [1.211994, 0.596637, -0.886359], [-0.700042, 0.059577, -3.181474], [1.367072, -0.425860, 1.529688], [0.715155, -1.331832, -1.557919]],
  "forces_ev_per_angstrom": [[-0.16, 0.70, 0.53], [0.29, -1.79, 0.29], [-0.33, -0.64, 0.06], [-0.11, 0.34, -0.23], [0.22, 0.05, 0.06], [0.29, -0.05, -0.16], [-0.32, -0.61, -0.02], [-0.14, -0.06, 0.10], [-0.34, -0.11, -0.22], [-0.21, -0.05, -0.21], [0.47, 0.67, 0.04], [-0.10, 1.14, -0.28], [0.07, 0.08, -0.18], [-0.12, 0.09, 0.08], [-0.04, -0.06, -0.31], [-0.26, -0.10, -0.07], [0.20, 0.26, -0.07], [0.25, 0.24, 0.14], [-0.08, 0.13, -0.07], [0.43, -0.22, 0.51]],
  "homo_lumo_gap_ev": 11.755,
  "e_above_lowest_kj_mol": 18.4,
  "smiles": "CCC[C@@H]([NH3+])C(=O)O",
  "charge": 1
}

***

Record 2
{
  "formula": "C21H32N11O4S3Tc",
  "method": "ωB97M-V with the def2-TZVPD basis set",
  "elements": ["H", "H", "H", "H", "C", "H", "H", "S", "C", "H", "H", "N", "N", "N", "H", "C", "N", "N", "C", "H", "S", "H", "C", "O", "C", "O", "C", "H", "C", "H", "C", "C", "H", "O", "C", "C", "C", "H", "Tc", "C", "C", "N", "H", "H", "H", "O", "H", "C", "N", "H", "H", "C", "N", "H", "H", "H", "H", "N", "S", "H", "C", "C", "H", "H", "C", "H", "H", "N", "H", "C", "H", "N"],
  "positions_angstrom": [[2.998615, 0.576475, -5.644389], [-2.526464, 3.139061, 3.633913], [1.967081, -6.285616, 1.566636], [4.204574, -6.200098, 2.654401], [3.040524, 1.452949, 0.377498], [1.953862, 1.551767, -4.587067], [-2.671384, 1.612609, 1.174739], [0.617666, 0.823622, -2.173832], [-1.916208, 1.938867, 1.894039], [1.299384, 2.712720, 1.676781], [5.458839, -4.077557, 2.736667], [-0.641902, 2.132075, 1.190592], [2.133216, 0.488957, 0.477241], [-1.996345, -0.775092, 0.394500], [5.004490, 3.229236, 1.813747], [4.536187, 3.505395, -0.295020], [-1.306145, 4.235967, 2.376572], [2.203675, -0.429068, -4.019124], [3.778198, -5.313326, 2.212742], [-4.325718, -0.792638, -1.813288], [2.762357, 3.045267, -0.246020], [4.925115, 3.215518, -1.273854], [2.716633, 0.776193, -4.612250], [0.798437, -4.296344, 0.455627], [1.833042, -2.568979, -3.637123], [0.949387, -1.725088, 0.009832], [1.343503, -0.509429, -2.988132], [-0.295890, 5.250569, 0.897738], [0.365758, 2.505411, 2.191703], [0.538053, -3.401004, 0.156813], [-0.836582, 3.214658, 0.221745], [-1.127884, 4.552516, 0.994518], [3.199147, -1.893758, -5.228904], [-0.575443, -0.639072, 1.969435], [-0.081808, 3.785259, 2.968046], [1.987399, -4.217932, 1.043101], [5.231937, 2.793302, 0.838094], [1.811639, -3.640244, -3.645894], [0.118809, 0.202176, 0.135502], [-2.355632, 3.284225, 2.566184], [-3.200110, -1.077326, -0.151649], [-1.681816, -1.104916, 1.632086], [-2.030733, 5.029650, 0.609223], [-4.006530, -2.129611, 1.394461], [0.502696, -2.168555, -2.026961], [-2.381986, -1.744309, 2.368254], [3.601206, 1.129809, -4.080129], [4.493252, -4.109991, 2.258180], [-4.147981, -1.768912, 0.453933], [-1.681782, 2.954195, -0.417861], [-2.176277, -0.413965, -2.910743], [2.539517, -5.371857, 1.617937], [2.720786, -0.639031, 0.893894], [-2.779517, 1.022534, -2.375505], [0.046901, 3.321383, -0.407773], [0.666976, 4.575226, 2.882524], [4.484045, -2.020112, 1.764669], [-2.440292, 0.108764, -2.076703], [4.655349, 1.060542, 0.874108], [6.312887, 2.788646, 0.705758], [2.694876, -2.987450, 1.113756], [2.080093, -1.753961, 0.659926], [-3.269885, 3.663367, 2.111073], [-5.035956, -1.948546, 0.007101], [2.520781, -1.697072, -4.421226], [-1.790228, 1.191054, 2.677218], [-0.236549, 3.572090, 4.026113], [-3.428654, -0.588023, -1.374704], [0.501100, 1.663359, 2.873964], [3.955959, -2.959694, 1.718341], [4.594984, 4.588410, -0.194011], [1.099359, -1.815785, -2.764834]],
  "forces_ev_per_angstrom": [[-0.10, -0.01, 0.06], [-0.07, -0.01, -0.09], [0.00, -0.08, 0.02], [0.02, -0.12, 0.03], [2.25, 2.03, -0.11], [0.03, -0.04, -0.07], [0.10, -0.04, 0.06], [-0.33, 0.72, 0.87], [-1.07, 0.04, 0.65], [-0.13, -0.11, 0.15], [0.10, -0.01, 0.00], [0.15, -1.10, -1.25], [-3.05, -2.05, 0.32], [1.43, 0.79, -1.12], [0.00, 0.00, -0.08], [-0.02, -0.05, -0.14], [-0.27, 1.20, 0.73], [-0.57, -0.47, 0.70], [-0.14, 0.20, -0.10], [0.26, 0.06, 0.09], [0.20, -1.05, 0.17], [-0.07, 0.01, 0.06], [0.34, 0.83, -0.30], [-0.78, 0.13, -0.37], [0.38, 0.02, -0.48], [-0.38, 0.80, -0.38], [-0.35, -0.32, 0.27], [-0.04, 0.02, -0.08], [0.70, 0.21, 0.73], [0.08, -0.55, 0.18], [-0.12, 1.18, -0.41], [0.02, -0.33, -0.57], [0.07, 0.03, -0.11], [0.92, 0.34, 0.46], [0.15, -0.38, -0.16], [0.84, 0.06, 0.42], [-0.14, -0.18, 0.14], [-0.01, -0.16, 0.01], [1.51, 0.26, -0.29], [-0.09, -0.48, -0.18], [-0.49, 0.02, 0.03], [-1.48, -0.94, 0.75], [0.10, 0.01, -0.04], [0.00, 0.13, -0.33], [0.24, 0.17, -0.13], [0.37, 0.05, 0.25], [-0.06, -0.08, 0.04], [0.00, 0.61, -0.13], [0.08, -0.11, 0.23], [0.07, -0.12, -0.02], [-0.07, 0.05, 0.18], [-0.34, 0.32, -0.34], [0.99, 0.89, 0.13], [-0.09, -0.20, 0.19], [-0.02, -0.13, -0.01], [0.02, -0.10, 0.04], [0.12, -0.03, 0.08], [-0.16, -0.07, -0.07], [-0.54, 0.58, -0.19], [0.01, -0.04, -0.05], [-0.82, 0.00, -0.27], [-0.06, -1.33, 0.09], [-0.04, -0.01, 0.06], [0.03, 0.04, -0.05], [-0.09, -0.80, 0.06], [0.04, -0.03, -0.18], [0.01, 0.01, -0.04], [-0.28, -0.06, -0.27], [0.07, -0.04, -0.10], [0.50, -0.54, 0.45], [-0.08, 0.01, -0.01], [0.13, 0.35, -0.14]],
  "homo_lumo_gap_ev": [3.708, 3.903],
  "s_squared": 0.7779,
  "charge": 3,
  "spin_multiplicity": 2
}

***

Record 3
{
  "formula": "H2N3O3",
  "method": "ωB97M-V with the def2-TZVPD basis set",
  "elements": ["N", "O", "N", "O", "N", "O", "H", "H"],
  "positions_angstrom": [[-0.232338, 0.286858, -0.710811], [-3.562676, 0.493656, 0.287194], [-2.416162, 0.065494, 0.096484], [0.587916, -0.259395, 0.483885], [-1.230201, 1.039540, -0.383725], [-2.191992, -1.142810, 0.080597], [-0.549026, -0.623171, -1.094517], [0.045636, -0.766316, 1.131727]],
  "forces_ev_per_angstrom": [[-0.11, -1.39, 0.17], [1.45, 0.24, 0.10], [-0.32, 0.54, -1.14], [0.71, -0.19, 0.64], [-1.96, -0.12, 0.85], [0.17, -0.13, 0.24], [0.29, 0.49, 0.19], [-0.24, 0.57, -1.05]],
  "homo_lumo_gap_ev": 8.619,
  "e_above_lowest_kj_mol": 427.8,
  "smiles": "[O-][N+]([O-])=NNO",
  "charge": -1
}

***

Which formula does entry 2 have?
C21H32N11O4S3Tc